one.
DFT (the ωB97M-V functional and the def2-TZVPD basis) results for an isolated molecule of C6H12N2O.

The geometry in XYZ format:
```
21
C6H12N2O the ωB97M-V functional and the def2-TZVPD basis
C -1.322 0.196 1.451
C -0.090 1.505 -1.166
C 0.584 1.471 0.274
C -0.139 0.127 -1.741
C 0.065 0.191 0.942
C 1.103 -0.713 1.648
N -0.721 -0.763 -0.762
N -0.430 -2.081 -0.976
O -1.718 -0.705 2.179
H -1.959 0.982 0.974
H -1.164 2.006 -1.101
H 0.425 2.266 -1.883
H 1.694 1.427 0.183
H 0.104 2.297 0.774
H -0.760 -0.117 -2.674
H 0.861 -0.154 -2.017
H 1.214 -1.740 1.133
H 0.809 -1.140 2.623
H 1.978 -0.003 1.763
H -1.067 -2.682 -0.406
H 0.534 -2.371 -1.215
```

For the LUMO energy (alpha / beta), the calculation gives 0.6 / 0.6 eV. As for the gap between HOMO and LUMO (alpha / beta): 0.3077 / 0.3077 Ha.

---

two.
DFT (the ωB97M-V functional and the def2-TZVPD basis) results for a structure of composition C6H12N2O.

The geometry in XYZ format:
```
21
C6H12N2O the ωB97M-V functional and the def2-TZVPD basis
C 2.271 -1.325 0.613
C 1.273 0.865 -0.429
C -0.090 0.765 -0.038
C -0.778 1.905 0.471
C -1.002 -0.312 -0.240
C -2.704 -0.216 -0.143
H 2.920 -2.162 -0.085
H 1.325 -1.699 0.889
H 2.990 -1.027 1.466
H 3.121 0.219 -0.232
H -0.161 2.799 0.565
H -1.742 2.685 -0.082
H -1.035 1.669 1.512
H -3.107 -0.041 0.944
H -3.018 0.485 -0.811
H -3.071 -1.385 -0.428
H 0.320 -1.105 -1.304
H -0.832 -2.490 -0.688
N 2.140 -0.109 -0.295
N -0.572 -1.469 -0.806
O 1.749 1.948 -0.876
```

For the LUMO energy, the calculation gives 0.6 eV. As for the gap between HOMO and LUMO: 0.3139 Ha.

---

Relative energies, unit hartree: one 0.0000; two 0.0204

---

one.
DFT (the ωB97M-V functional and the def2-TZVPD basis) results for a cluster of 3 separate species, C6H12N2O in total.

The geometry in XYZ format:
```
21
C6H12N2O the ωB97M-V functional and the def2-TZVPD basis
C 0.278 0.650 1.402
C 0.006 -0.298 2.542
C 1.350 0.011 -1.605
C -0.888 0.029 -0.215
C 0.000 -0.185 -1.078
N -2.177 -0.130 0.152
N 1.634 0.967 1.280
C -1.073 -0.871 -2.797
O -0.370 -0.999 -3.774
H -0.315 1.560 1.411
H -2.777 0.681 0.103
H -2.638 -1.002 -0.062
H 1.854 1.949 1.195
H 2.273 0.185 1.289
H -2.192 -1.033 -2.944
H -1.058 -0.445 2.716
H 0.480 -1.265 2.349
H 0.424 0.064 3.490
H 2.092 0.618 -1.089
H 1.831 -0.956 -1.769
H 1.268 0.471 -2.597
```

For the LUMO energy, the calculation gives 0.9 eV. As for the gap between HOMO and LUMO: 0.2680 Ha.

---

two.
DFT (the ωB97M-V functional and the def2-TZVPD basis) results for a cluster of 2 separate species, C6H12N2O in total.

The geometry in XYZ format:
```
21
C6H12N2O the ωB97M-V functional and the def2-TZVPD basis
C -1.548 -0.013 1.521
N -1.477 -0.327 0.314
C -1.399 -1.587 -0.251
N -2.600 -2.041 -0.703
O -0.363 -2.188 -0.406
H -1.538 1.036 1.781
H -1.590 -0.733 2.354
H -3.405 -1.430 -0.749
H -2.587 -2.823 -1.341
C 0.771 2.167 0.303
C 1.294 1.035 -0.139
C 1.193 0.601 -1.565
C 2.017 0.074 0.755
H 0.242 2.843 -0.346
H 0.860 2.473 1.334
H 0.803 -0.415 -1.610
H 0.540 1.257 -2.126
H 2.180 0.596 -2.036
H 2.176 0.498 1.749
H 1.447 -0.850 0.836
H 2.984 -0.172 0.327
```

For the LUMO energy, the calculation gives 0.9 eV. Its SMILES is C=NC(N)=O.C=C(C)C. As for the gap between HOMO and LUMO: 0.3596 Ha.

---

Relative energies, unit hartree: one 0.1818; two 0.0000